Entry 1:
C18H20LiN4O2PS2Se | wB97M-V/def2-TZVPD

Element x y z (Å)
Li 0.450 0.996 -0.146
Se 4.162 3.226 6.110
N 4.469 3.445 4.368
C 3.487 2.869 3.731
C 3.377 2.841 2.275
C 4.324 3.425 1.435
C 4.143 3.348 0.073
C 3.014 2.693 -0.415
N 2.103 2.139 0.370
C 2.279 2.204 1.698
C 1.253 1.553 2.537
N 0.248 0.955 1.889
C -0.694 0.346 2.590
C -0.685 0.303 3.984
C 0.345 0.918 4.659
C 1.344 1.561 3.928
C 2.478 2.236 4.551
N 2.657 2.308 5.841
H 5.182 3.922 1.869
H 4.854 3.782 -0.615
H 2.838 2.610 -1.481
H -1.482 -0.122 2.011
H -1.476 -0.208 4.513
H 0.401 0.914 5.739
C -0.755 -3.196 -3.902
C -0.463 -1.724 -4.112
C -0.761 -1.263 -5.523
O -1.281 -0.907 -3.244
P -0.990 -0.719 -1.677
S -1.710 1.059 -1.172
S 0.911 -1.050 -1.221
O -1.835 -1.894 -0.974
C -3.282 -1.891 -1.037
C -3.720 -3.281 -1.449
C -3.821 -1.493 0.322
H -0.107 -3.793 -4.545
H -1.792 -3.417 -4.160
H -0.576 -3.487 -2.867
H 0.580 -1.519 -3.861
H -1.812 -1.434 -5.763
H -0.147 -1.817 -6.234
H -0.550 -0.199 -5.630
H -3.599 -1.161 -1.787
H -3.359 -4.016 -0.728
H -3.325 -3.538 -2.431
H -4.809 -3.336 -1.486
H -3.457 -2.187 1.082
H -4.912 -1.522 0.319
H -3.503 -0.480 0.568

For the highest occupied orbital energy, the calculation gives -0.29103 Ha. The orbital gap is 6.875 eV. The net charge is 0.

Entry 2:
C21H24N2O2P2Tb | wB97M-V/def2-TZVPD

Element x y z (Å)
C -1.579 3.399 -3.654
C -1.327 2.074 -3.279
C 0.002 1.517 -3.345
C 1.034 2.294 -3.968
C 0.745 3.661 -4.287
C -0.516 4.207 -4.096
C 2.250 1.645 -4.181
C 2.421 0.281 -3.955
C 1.325 -0.423 -3.353
C 1.414 -1.856 -3.248
C 2.612 -2.513 -3.510
C 3.735 -1.784 -3.929
C 3.633 -0.432 -4.194
H -2.592 3.852 -3.619
H 1.538 4.291 -4.705
H -0.697 5.269 -4.281
H 3.067 2.198 -4.645
H 2.714 -3.605 -3.385
H 4.684 -2.305 -4.048
H 4.506 0.103 -4.581
N 0.270 0.274 -2.792
Tb 0.460 0.327 -0.212
C -2.465 1.237 -2.742
H -2.589 0.255 -3.239
H -3.395 1.824 -2.781
C 0.239 -2.667 -2.757
H -0.708 -2.427 -3.258
H 0.454 -3.735 -2.882
P -2.189 0.959 -0.951
P 0.011 -2.367 -0.959
C 1.329 -3.494 -0.361
H 1.290 -3.529 0.735
H 1.182 -4.499 -0.784
H 2.317 -3.115 -0.641
C -1.473 -3.395 -0.673
H -1.283 -4.420 -1.026
H -1.694 -3.390 0.403
H -2.333 -2.963 -1.203
C -2.594 2.680 -0.460
H -3.574 2.907 -0.892
H -2.610 2.772 0.632
H -1.848 3.400 -0.810
C -3.825 0.262 -0.623
H -3.947 0.169 0.460
H -4.543 0.964 -1.064
H -3.935 -0.734 -1.059
C 2.632 -0.358 0.233
O 3.660 -0.448 0.775
H 2.108 1.211 -0.920
O -0.021 -0.057 4.400
C 0.027 0.140 3.222
N 0.077 0.341 2.019

For the highest occupied orbital energy (spin up / spin down), the calculation gives -0.41497 / -0.41520 Ha. The orbital gap (spin up / spin down) is 6.921 / 6.931 eV. The expectation value of S² is 12.087. The multiplicity is 7. The net charge is +1.

Entry 3:
CF2O3S | wB97M-V/def2-TZVPD

Element x y z (Å)
C -1.313 -0.052 -0.233
O -2.003 0.581 0.464
O 1.049 0.610 0.393
O 2.571 -1.219 0.649
F -1.035 -1.323 -0.217
F -0.629 0.456 -1.262
S 2.330 0.036 0.040

For the highest occupied orbital energy, the calculation gives -0.45766 Ha. The orbital gap is 10.961 eV. The net charge is 0.

Entry 4:
C4H12 | wB97M-V/def2-TZVPD

Element x y z (Å)
C -2.087 0.176 0.346
C -2.138 1.748 0.463
H -1.528 -0.370 1.048
H -3.062 -0.354 0.398
H -1.652 -0.203 -0.617
H -1.244 2.167 0.007
H -3.114 2.019 -0.143
H -2.032 2.148 1.436
C 2.728 -1.381 -0.293
C 1.462 -0.508 -0.476
H 3.602 -0.813 -0.456
H 2.710 -1.875 0.667
H 2.849 -2.182 -0.985
H 0.645 -0.644 0.275
H 1.160 -0.591 -1.573
H 1.877 0.486 -0.291

For the highest occupied orbital energy, the calculation gives -0.42586 Ha. The orbital gap is 12.738 eV. Its SMILES is CC.CC. The net charge is 0.

Please write out number 4 again, unchanged.
C4H12 | wB97M-V/def2-TZVPD

Element x y z (Å)
C -2.087 0.176 0.346
C -2.138 1.748 0.463
H -1.528 -0.370 1.048
H -3.062 -0.354 0.398
H -1.652 -0.203 -0.617
H -1.244 2.167 0.007
H -3.114 2.019 -0.143
H -2.032 2.148 1.436
C 2.728 -1.381 -0.293
C 1.462 -0.508 -0.476
H 3.602 -0.813 -0.456
H 2.710 -1.875 0.667
H 2.849 -2.182 -0.985
H 0.645 -0.644 0.275
H 1.160 -0.591 -1.573
H 1.877 0.486 -0.291

For the highest occupied orbital energy, the calculation gives -0.42586 Ha. The orbital gap is 12.738 eV. Its SMILES is CC.CC. The net charge is 0.